No. 1
{"formula": "C6H4NO2S2", "method": "ωB97M-V/def2-TZVPD", "e_lumo_ev": 2.3499, "e_above_lowest_ev": 2.385, "total_charge": -1, "homo_ev": -2.7, "elements": ["C", "C", "C", "C", "C", "C", "N", "O", "O", "S", "S", "H", "H", "H", "H"], "coordinates": [[-0.13343, 3.03559, -0.56227], [-1.65243, -1.18542, -0.48629], [-1.51151, 0.17575, -0.71862], [-0.74941, -1.74984, 0.44244], [-0.47473, 0.67712, 0.10491], [0.01586, 2.01121, 0.34192], [-0.32408, 3.96086, -1.25743], [3.37045, -1.47499, 1.76746], [3.16864, -1.45236, -0.72066], [0.19828, -0.50050, 1.21746], [2.66033, -1.86449, 0.56426], [-2.35564, -1.72685, -1.13939], [-2.11381, 0.62270, -1.48127], [-0.95758, -2.77367, 1.01371], [0.85905, 2.24489, 0.91377]], "forces_ev_per_a": [[-1.4, 1.8, -1.5], [1.0, -1.5, 0.4], [1.4, -0.3, 1.0], [-2.2, -2.5, 0.7], [0.1, 2.9, 0.7], [-0.7, -1.6, -1.3], [0.4, -0.8, 0.5], [-0.1, -0.1, -0.8], [0.0, 0.1, 0.6], [-1.1, -0.4, -1.1], [0.2, -0.1, 0.2], [0.3, -0.2, 0.8], [0.2, 0.9, -0.1], [0.7, 2.4, -1.5], [1.1, -0.5, 1.4]], "nbo_charge": [0.293, -0.191, -0.413, -0.588, -0.084, -0.604, -0.508, -0.884, -0.864, 0.349, 1.634, 0.202, 0.224, 0.217, 0.219]}



No. 2
{"formula": "C52H47GeMoN3P2SSe4Te", "method": "ωB97M-V/def2-TZVPD", "spin_multiplicity": 2, "e_lumo_ev": [-8.6392, -8.9093], "total_charge": 3, "homo_ev": [-14.5, -14.5], "elements": ["Mo", "Te", "C", "C", "C", "N", "C", "C", "C", "P", "C", "C", "C", "C", "C", "C", "C", "C", "C", "C", "C", "C", "P", "C", "C", "C", "C", "C", "C", "C", "C", "C", "C", "C", "C", "H", "H", "H", "H", "H", "H", "H", "H", "H", "H", "H", "H", "H", "H", "H", "H", "H", "H", "H", "H", "H", "H", "H", "H", "Se", "Se", "Se", "Se", "C", "C", "C", "C", "C", "C", "Ge", "C", "C", "C", "C", "C", "C", "C", "C", "C", "C", "C", "C", "H", "H", "H", "H", "H", "H", "H", "H", "H", "H", "H", "H", "H", "H", "H", "C", "N", "C", "C", "N", "C", "S", "H", "H", "H", "H", "H", "H", "H", "H"], "coordinates": [[0.00741, -0.51497, 1.09991], [-4.08045, -2.36637, 3.72209], [-5.76428, -2.31748, 2.45557], [-6.87050, -1.54514, 2.77089], [-7.98694, -1.64488, 1.94152], [-8.03234, -2.43587, 0.86738], [-6.96081, -3.18387, 0.59007], [-5.79994, -3.16649, 1.35598], [-2.74979, -1.85202, 2.28687], [-2.74578, -0.56592, 1.03617], [-4.10734, -0.91972, -0.14231], [-3.97371, -1.91020, -1.11963], [-5.04985, -2.26341, -1.92089], [-6.27411, -1.62209, -1.76815], [-6.40839, -0.61383, -0.82366], [-5.33496, -0.26052, -0.01647], [-3.29183, 1.03667, 1.71710], [-3.79624, 1.25457, 2.99186], [-4.19781, 2.52994, 3.37845], [-4.10768, 3.59057, 2.48992], [-3.59978, 3.38201, 1.21267], [-3.18819, 2.11549, 0.83337], [-1.04689, -2.27643, 2.38340], [-0.67013, -3.33715, 0.95247], [0.65478, -3.64008, 0.60728], [0.92969, -4.41606, -0.51272], [-0.10964, -4.92957, -1.27297], [-1.43144, -4.69309, -0.89892], [-1.70898, -3.90415, 0.20194], [-0.57887, -3.12090, 3.88222], [-0.50185, -4.51391, 3.92745], [-0.23467, -5.13804, 5.13898], [-0.04841, -4.37965, 6.28864], [-0.12501, -2.99200, 6.24210], [-0.38959, -2.35683, 5.03888], [-6.88863, -0.87903, 3.62601], [-8.87936, -1.06045, 2.15462], [-7.03398, -3.83462, -0.27913], [-4.96911, -3.81531, 1.10072], [-3.02007, -2.40061, -1.26764], [-4.93812, -3.04610, -2.66412], [-7.11826, -1.90489, -2.38588], [-7.35453, -0.09879, -0.70918], [-5.46956, 0.52306, 0.71660], [-3.86723, 0.44918, 3.70162], [-4.58895, 2.69041, 4.37825], [-4.43728, 4.57854, 2.78893], [-3.52392, 4.20790, 0.51590], [-2.78934, 1.96714, -0.16381], [1.46901, -3.35828, 1.24914], [1.95851, -4.64700, -0.76316], [0.10423, -5.56361, -2.12725], [-2.24247, -5.15351, -1.45193], [-2.73205, -3.74831, 0.51604], [-0.64465, -5.10577, 3.03242], [-0.17240, -6.21871, 5.18558], [0.16413, -4.87456, 7.22956], [0.02564, -2.40797, 7.14282], [-0.43909, -1.27353, 4.99508], [-0.28764, 1.50544, 2.17545], [1.46918, 2.20350, 3.58568], [2.97441, 0.47275, 3.55519], [2.11712, -0.97536, 1.96779], [3.21828, 5.16418, 1.47526], [2.03466, 5.06667, 0.74765], [1.87712, 4.04760, -0.17338], [2.90334, 3.11394, -0.36909], [4.07868, 3.20318, 0.38499], [4.23517, 4.23235, 1.29998], [2.82283, 1.93666, -1.84999], [4.03129, 0.48916, -2.04405], [4.63616, -0.10457, -0.93190], [5.54275, -1.13718, -1.10416], [5.85683, -1.57577, -2.38813], [5.26609, -0.98376, -3.50011], [4.35148, 0.04419, -3.33080], [1.83107, 2.53263, -3.36036], [1.73348, 3.90782, -3.59462], [1.11912, 4.37584, -4.74917], [0.59077, 3.47701, -5.66728], [0.68194, 2.10481, -5.43965], [1.30364, 1.63603, -4.29471], [3.35031, 5.97702, 2.17945], [1.24744, 5.79754, 0.89079], [0.96529, 3.98605, -0.75398], [4.89202, 2.50291, 0.22884], [5.15676, 4.31982, 1.86268], [4.40590, 0.24309, 0.06675], [6.02146, -1.59046, -0.24338], [6.57772, -2.37270, -2.52261], [5.53279, -1.31388, -4.49734], [3.91182, 0.51884, -4.20305], [2.15037, 4.61942, -2.89185], [1.06031, 5.44199, -4.93496], [0.11449, 3.84421, -6.56959], [0.28145, 1.40991, -6.17000], [1.39016, 0.56834, -4.12655], [1.15015, -2.00824, -3.94902], [-0.14440, -1.45823, -3.57488], [-1.32608, -1.65590, -4.43736], [-2.40887, -0.81441, -3.74645], [-1.74722, -0.47423, -2.47466], [-0.46533, -0.79821, -2.48083], [0.69913, -0.39910, -1.25686], [1.05480, -3.08224, -4.11486], [1.87299, -1.82988, -3.15702], [1.49712, -1.54360, -4.87198], [-1.57570, -2.71692, -4.46458], [-1.11142, -1.32694, -5.45182], [-3.32384, -1.37017, -3.56831], [-2.64879, 0.09124, -4.29752], [-2.15625, 0.08906, -1.76138]], "forces_ev_per_a": [[0.0, 0.3, 0.0], [0.0, -0.3, -0.3], [-0.1, -0.1, 0.1], [0.0, 0.0, -0.1], [0.0, -0.2, -0.2], [0.1, -0.1, 0.3], [-0.2, 0.0, 0.3], [-0.1, -0.1, 0.0], [0.1, 0.2, 0.4], [0.0, 0.2, 0.0], [0.0, 0.0, -0.2], [0.0, 0.0, 0.1], [-0.1, 0.1, 0.0], [0.2, 0.1, -0.2], [0.2, 0.2, -0.1], [0.0, 0.0, -0.1], [-0.1, 0.0, -0.1], [0.1, 0.2, -0.1], [0.0, 0.0, 0.1], [0.0, 0.0, 0.0], [0.0, 0.0, 0.0], [-0.1, 0.0, 0.1], [0.1, -0.2, -0.3], [0.0, -0.3, 0.0], [-0.2, -0.1, -0.1], [0.0, 0.0, 0.0], [0.0, 0.0, 0.0], [0.0, 0.0, 0.0], [0.1, 0.0, 0.0], [-0.1, 0.2, 0.2], [0.0, 0.0, 0.1], [0.0, 0.0, 0.0], [0.0, -0.1, 0.0], [0.0, 0.1, 0.0], [0.0, -0.1, 0.0], [0.0, -0.1, 0.0], [0.1, -0.1, -0.1], [0.0, 0.1, 0.2], [-0.1, 0.1, 0.0], [-0.1, 0.0, 0.1], [0.0, 0.0, 0.0], [0.0, 0.0, 0.0], [0.1, -0.1, 0.0], [0.0, 0.0, 0.0], [0.0, -0.1, 0.1], [0.0, 0.0, -0.1], [0.0, -0.1, 0.0], [0.0, 0.0, 0.0], [0.0, 0.0, -0.1], [0.2, 0.1, 0.1], [-0.1, 0.0, 0.0], [0.0, 0.1, 0.1], [0.0, 0.0, 0.0], [0.0, 0.0, 0.0], [0.0, 0.0, 0.0], [0.0, 0.1, 0.0], [0.0, 0.0, -0.1], [0.0, 0.0, -0.1], [0.0, 0.0, 0.0], [0.0, -0.3, -0.1], [0.1, 0.1, -0.1], [0.0, 0.1, 0.0], [-0.2, 0.0, -0.1], [0.0, 0.0, 0.0], [0.0, 0.0, 0.1], [0.0, 0.0, 0.0], [-0.1, -0.1, 0.0], [0.1, 0.0, 0.0], [0.0, 0.0, 0.1], [0.0, 0.0, -0.1], [0.0, 0.0, 0.0], [0.0, -0.1, 0.0], [0.0, 0.0, 0.0], [0.0, 0.0, 0.0], [0.0, -0.1, 0.0], [0.0, 0.0, -0.1], [0.0, 0.0, 0.0], [0.0, 0.0, 0.0], [0.0, 0.0, 0.0], [0.0, 0.0, 0.0], [0.0, 0.0, 0.0], [0.0, 0.0, -0.1], [0.0, 0.0, 0.0], [0.1, 0.0, 0.0], [0.0, 0.0, 0.0], [0.0, 0.0, 0.0], [-0.1, 0.0, 0.0], [0.0, 0.0, 0.1], [0.0, 0.0, -0.1], [0.0, 0.0, 0.0], [0.0, 0.0, 0.1], [0.0, 0.0, 0.1], [0.0, 0.0, 0.0], [0.0, -0.1, 0.0], [0.0, 0.0, 0.1], [0.0, 0.0, 0.0], [0.0, 0.1, 0.0], [-0.1, -0.1, 0.1], [0.1, -0.1, -0.3], [0.1, 0.0, 0.1], [0.1, 0.0, 0.1], [0.1, -0.1, -0.5], [-0.1, 0.1, 0.1], [0.2, 0.0, 0.2], [0.0, 0.0, 0.0], [0.0, 0.0, 0.0], [0.0, 0.0, 0.0], [0.0, 0.0, 0.0], [0.0, 0.0, 0.0], [0.0, 0.0, 0.0], [0.0, 0.1, 0.0], [-0.2, 0.2, 0.3]], "mulliken_spin": [-0.012, 0.482, -0.001, 0.011, 0.003, 0.011, 0.005, -0.015, 0.428, -0.035, 0.020, 0.001, 0.000, -0.001, 0.001, -0.006, 0.051, -0.022, 0.003, -0.003, 0.002, 0.001, -0.005, 0.008, -0.008, 0.002, 0.000, 0.000, 0.073, 0.007, 0.005, -0.001, 0.001, -0.004, 0.009, -0.006, 0.000, -0.001, -0.020, -0.006, 0.000, 0.000, 0.000, 0.003, 0.011, 0.000, 0.000, 0.001, 0.000, 0.001, 0.000, 0.000, 0.001, -0.044, 0.001, 0.000, 0.000, 0.000, 0.000, 0.023, 0.011, 0.009, 0.003, 0.000, 0.000, 0.000, -0.001, 0.000, 0.000, 0.000, 0.000, 0.000, 0.000, 0.000, 0.000, 0.000, 0.000, 0.000, 0.000, 0.000, 0.000, 0.000, 0.000, 0.000, 0.001, 0.000, 0.000, 0.000, 0.000, 0.000, 0.000, 0.000, 0.000, 0.000, 0.000, 0.000, 0.000, 0.000, 0.000, 0.000, 0.000, 0.000, -0.001, 0.001, 0.000, 0.000, 0.000, 0.000, 0.000, 0.000, 0.000, 0.000]}



No. 3
{"formula": "C13H20BN3O4", "method": "ωB97M-V/def2-TZVPD", "smiles": "N[C@@]1(C(=O)O)CN(c2cccnc2)C[C@@H]1CCCB(O)O", "e_lumo_ev": 0.0699, "total_charge": 0, "homo_ev": -7.6, "elements": ["N", "C", "C", "O", "O", "C", "N", "C", "C", "C", "C", "N", "C", "C", "C", "C", "C", "C", "B", "O", "O", "H", "H", "H", "H", "H", "H", "H", "H", "H", "H", "H", "H", "H", "H", "H", "H", "H", "H", "H", "H"], "coordinates": [[-1.74012, 0.30969, -1.64083], [-1.24183, 0.79252, -0.36966], [-1.45613, 2.30876, -0.28766], [-1.15404, 3.02086, -1.22538], [-1.95655, 2.72319, 0.84783], [-1.98817, 0.10782, 0.78826], [-1.08746, -0.63282, 1.65979], [-1.49169, -1.80702, 2.28734], [-0.83195, -3.02163, 2.17560], [-1.35921, -4.07654, 2.81895], [-2.56785, -3.94582, 3.54890], [-3.25355, -2.85009, 3.63911], [-2.78679, -1.85433, 2.92081], [0.34741, -0.25228, 1.30558], [0.24525, 0.17518, -0.21373], [1.34916, 1.11342, -0.71595], [1.25956, 1.60970, -2.21249], [2.49311, 2.02115, -2.90061], [3.80792, 1.05104, -2.68793], [4.93980, 1.51910, -3.20115], [3.78121, -0.14537, -2.01117], [-2.69698, 0.60119, -1.78739], [-1.09532, 0.70646, -2.28820], [-2.14418, 3.67575, 0.71471], [-2.63831, -0.66158, 0.36917], [-2.61142, 0.80296, 1.37735], [0.02463, -3.00953, 1.49493], [-0.82796, -5.03663, 2.85449], [-2.77474, -4.71076, 4.17065], [-3.32663, -0.89859, 3.01239], [1.17592, -1.03143, 1.52024], [0.54303, 0.57459, 1.93749], [0.25139, -0.66150, -0.87884], [1.33109, 2.00707, -0.08804], [2.36906, 0.72937, -0.49232], [0.46125, 2.43509, -2.40867], [0.85924, 0.73755, -2.75094], [2.84533, 2.98584, -2.59182], [2.45954, 1.91272, -3.98556], [5.78602, 1.08390, -2.87978], [4.70098, -0.40901, -1.82547]], "forces_ev_per_a": [[0.0, -0.5, 0.7], [0.3, -1.5, 1.5], [2.1, -0.9, -1.9], [-1.0, 0.3, 1.0], [-0.7, 1.6, 0.6], [-1.3, -0.8, 0.7], [2.3, 0.2, -0.3], [-2.3, 0.3, -0.4], [1.0, 1.7, -1.2], [-0.7, -1.8, 1.2], [3.1, 0.4, -1.5], [-0.8, 0.5, -0.6], [1.6, 2.5, -0.1], [-0.8, -1.7, -1.1], [-0.1, 1.8, 0.8], [0.8, 1.6, 0.3], [-2.9, -0.4, 0.0], [3.0, -2.1, 0.2], [-2.3, 0.4, 0.8], [3.4, 0.2, 0.0], [0.6, -0.1, 0.3], [0.1, 0.2, -0.4], [-0.2, 0.3, -1.2], [0.2, -0.3, 0.3], [-0.4, 0.2, -0.3], [0.3, -0.3, -0.4], [0.0, -0.5, 0.6], [-0.4, 0.3, -0.2], [-1.3, -2.6, 1.9], [0.1, -0.5, -0.2], [-1.7, 1.0, -0.5], [0.6, 1.1, 0.4], [-0.3, -0.9, -0.1], [-0.2, 0.3, 0.2], [-0.8, -0.3, -0.4], [1.4, -1.6, 0.9], [0.1, 0.0, -0.1], [0.1, 0.8, -0.2], [-0.6, 0.7, -0.2], [-1.6, 0.7, -0.8], [-0.6, -0.3, -0.1]], "nbo_charge": [-0.812, -0.011, 0.785, -0.615, -0.661, -0.225, -0.442, 0.151, -0.229, -0.238, 0.000, -0.391, -0.011, -0.205, -0.201, -0.406, -0.420, -0.736, 1.099, -0.891, -0.892, 0.363, 0.376, 0.503, 0.208, 0.211, 0.214, 0.214, 0.176, 0.183, 0.216, 0.193, 0.225, 0.188, 0.229, 0.248, 0.182, 0.227, 0.239, 0.483, 0.474]}



No. 4
{"formula": "C4H7N3O", "method": "ωB97M-V/def2-TZVPD", "e_lumo_ev": 0.4701, "e_above_lowest_ev": 7.948, "total_charge": 0, "homo_ev": -7.7, "elements": ["C", "C", "C", "C", "H", "H", "H", "H", "H", "H", "H", "N", "N", "N", "O"], "coordinates": [[-1.93516, -0.74744, -0.66153], [-0.20842, 0.02430, 0.64659], [1.50967, 1.32970, 1.39036], [0.97568, -0.06046, -0.05379], [-3.00735, -0.34729, -1.27708], [-0.79442, -0.22947, -1.38895], [-2.07289, -1.96467, -0.53206], [-0.11026, 1.02276, 2.84582], [2.22042, 1.74508, 2.17072], [0.05272, -1.20902, -1.98122], [1.83605, -0.66630, -2.13479], [0.12688, 1.14403, 1.52724], [2.03544, 0.62902, 0.48435], [0.92160, -0.53931, -1.48148], [-1.54997, -0.13095, 0.44583]], "forces_ev_per_a": [[0.3, -1.1, -6.5], [1.4, 3.4, 1.5], [-0.1, 0.3, 3.3], [-2.3, -2.4, -4.0], [3.1, -0.8, 2.4], [-4.9, -2.0, 0.7], [0.6, 2.9, -0.5], [0.7, 0.5, -5.4], [-1.6, 0.2, -0.9], [3.9, 2.3, 2.8], [-2.6, 0.6, 2.8], [-0.5, -1.4, 5.6], [0.4, -1.3, -2.8], [1.3, -2.2, -3.0], [0.3, 1.0, 3.8]], "nbo_charge": [-0.290, 0.299, 0.207, 0.237, 0.193, 0.203, 0.169, 0.394, 0.204, 0.446, 0.415, -0.554, -0.464, -0.947, -0.513]}



No. 5
{"formula": "C7H16N2", "method": "ωB97M-V/def2-TZVPD", "smiles": "[H]/N=C(/C)CN.C=C=C.C", "e_lumo_ev": 0.4447, "e_above_lowest_ev": 5.016, "total_charge": 0, "homo_ev": -8.0, "elements": ["H", "N", "C", "C", "C", "N", "H", "H", "H", "H", "H", "H", "H", "C", "C", "C", "H", "H", "H", "H", "C", "H", "H", "H", "H"], "coordinates": [[-1.05192, 0.27227, -0.86657], [-0.69902, -0.92017, -1.05815], [-0.62530, -1.64348, -0.03072], [-0.90681, -3.11800, -0.11354], [-0.28563, -1.13110, 1.36494], [0.88100, -1.83996, 1.88729], [-1.77481, -3.36486, 0.49435], [-1.09795, -3.40669, -1.14210], [-0.06452, -3.67030, 0.29439], [-1.12996, -1.34717, 2.02805], [-0.16400, -0.03706, 1.32690], [1.07093, -1.56191, 2.84179], [1.70156, -1.61825, 1.33527], [-1.53599, 1.77057, -0.71523], [-0.48161, 2.57204, -0.47234], [0.27481, 3.56202, -0.11105], [-2.27820, 1.67140, 0.07070], [-1.98465, 1.82827, -1.70201], [1.33181, 3.44199, 0.08558], [-0.10351, 4.57751, -0.06930], [1.76819, 0.84099, -1.06590], [0.96329, 0.05989, -1.33626], [2.72760, 0.37637, -1.29653], [1.78560, 1.01536, 0.00540], [1.67907, 1.67028, -1.75499]], "forces_ev_per_a": [[2.3, -3.9, -0.1], [-2.7, 2.6, -0.3], [-0.2, 0.2, 0.6], [0.8, -0.1, -0.2], [-0.4, 0.3, 0.1], [0.0, 0.0, 0.0], [-0.1, 0.1, 0.1], [0.0, 0.0, -0.1], [0.0, -0.3, 0.0], [0.0, 0.0, 0.0], [0.0, -0.2, -0.1], [0.0, 0.0, 0.0], [0.0, 0.0, 0.0], [0.6, 2.7, 0.1], [-2.4, -0.1, 0.2], [0.8, -0.3, -0.2], [0.4, -0.5, 0.3], [0.4, -0.5, -0.3], [0.1, -0.1, 0.0], [-0.2, -0.1, 0.0], [-0.3, -2.2, -1.0], [1.5, 1.4, 0.5], [0.1, -0.1, 0.0], [-0.3, 0.6, 0.0], [-0.1, 0.5, 0.4]], "nbo_charge": [0.362, -0.667, 0.297, -0.673, -0.292, -0.833, 0.219, 0.229, 0.231, 0.196, 0.173, 0.360, 0.357, -0.646, 0.216, -0.507, 0.252, 0.258, 0.233, 0.238, -0.896, 0.260, 0.213, 0.202, 0.217]}



No. 6
{"formula": "CH3F2P", "method": "ωB97M-V/def2-TZVPD", "smiles": "[H]/P=C/F.F", "e_lumo_ev": 0.3538, "e_above_lowest_ev": 1.457, "total_charge": 0, "homo_ev": -8.9, "elements": ["H", "P", "C", "F", "H", "F", "H"], "coordinates": [[-0.22900, -0.83938, -1.75034], [0.48602, -1.41247, -0.65607], [0.90741, 0.13191, -0.06365], [1.42323, 0.29997, 1.18645], [1.05934, 1.06150, -0.66414], [-1.40628, 0.20627, 0.68956], [-2.24072, 0.55219, 1.25819]], "forces_ev_per_a": [[0.5, 0.0, -0.1], [0.0, 1.2, 0.6], [1.2, -0.5, -0.7], [-0.2, -0.2, -0.9], [-0.7, -0.7, 0.7], [-4.6, 1.9, 3.0], [3.9, -1.6, -2.6]], "nbo_charge": [-0.030, 0.278, -0.076, -0.352, 0.182, -0.571, 0.568]}